{"formula": "CH12NaO9", "method": "ωB97M-V with the def2-TZVPD basis set", "symbols": ["Na", "C", "O", "O", "O", "O", "H", "H", "O", "H", "H", "O", "H", "H", "O", "H", "H", "O", "H", "H", "O", "H", "H"], "coordinates": [[-12.208, -12.609, 3.251], [-12.978, -14.568, 2.722], [-11.778, -14.282, 2.539], [-13.517, -14.132, 3.755], [-13.625, -15.197, 1.864], [-13.969, -12.328, 3.558], [-14.203, -12.262, 4.484], [-13.854, -13.266, 3.406], [-11.264, -12.816, 4.754], [-11.072, -11.960, 5.137], [-11.536, -13.355, 5.496], [-10.362, -13.030, 2.202], [-10.534, -12.663, 1.334], [-10.971, -13.764, 2.277], [-10.594, -14.619, 4.143], [-10.729, -13.883, 4.740], [-11.158, -14.428, 3.394], [-11.837, -11.149, 3.545], [-12.196, -10.441, 3.010], [-11.346, -10.703, 4.235], [-12.215, -12.171, 1.468], [-11.830, -11.319, 1.264], [-12.780, -12.364, 0.720]], "total_energy_ev": -24058.92005, "homo_lumo_gap_ev": 5.7, "spin_multiplicity": 1, "e_above_lowest_kj_mol": 2081.29, "total_charge": -1, "lumo_ev": 1.9}